## i
The following is a quantum chemistry calculation of a structure of composition C23H42Cl3N2O4SiTb, from OMol25.

```
76
Properties=species:S:1:pos:R:3:lowdin_charge:R:1
C -1.29 1.11 -4.37 -0.032
C 0.17 0.85 -4.15 -0.231
H -1.45 1.81 -5.19 0.063
H -1.78 1.52 -3.46 0.081
H -1.81 0.18 -4.63 0.094
C 1.17 1.42 -4.84 -0.121
C 1.01 2.34 -6.00 -0.098
H 2.19 1.15 -4.59 0.098
H 0.00 2.76 -6.11 0.061
H 1.28 1.83 -6.93 0.079
H 1.72 3.18 -5.90 0.067
Tb -0.65 0.23 0.29 1.092
Cl -1.74 -2.04 -0.20 -0.149
Cl -2.46 1.97 0.37 0.003
C 1.95 -1.88 0.28 -0.261
O 1.44 -0.84 0.77 -0.180
N 3.25 -2.18 0.37 -0.157
C 4.16 -1.36 1.17 -0.018
C 3.85 -3.29 -0.36 -0.035
H 1.31 -2.62 -0.23 0.139
H 3.59 -0.53 1.61 0.087
H 4.96 -0.96 0.54 0.092
H 4.61 -1.97 1.96 0.096
H 3.09 -3.72 -1.02 0.093
H 4.22 -4.06 0.34 0.094
H 4.70 -2.94 -0.96 0.081
H -0.14 2.95 -2.29 0.084
H 2.66 3.07 -2.75 0.082
C 0.14 3.62 -1.46 -0.026
C 2.58 3.71 -1.85 -0.041
N 1.48 3.27 -1.00 -0.158
H -0.60 3.53 -0.67 0.038
C 1.72 2.55 0.10 -0.276
O 0.83 1.97 0.77 -0.175
H 3.51 3.64 -1.28 0.091
H 2.79 2.51 0.39 0.151
H 0.18 4.65 -1.84 0.095
H 2.40 4.74 -2.17 0.093
O 0.11 0.46 -1.80 -0.385
C 0.46 -0.11 -2.99 -0.407
C 2.96 0.07 -2.48 -0.048
C 1.89 -0.66 -3.00 -0.180
H 2.78 1.02 -1.99 0.094
C 4.27 -0.39 -2.66 -0.091
H -0.20 -0.98 -3.18 0.133
C 2.12 -1.91 -3.58 -0.028
H 5.11 0.22 -2.32 0.102
C 4.51 -1.61 -3.30 -0.122
C 3.43 -2.37 -3.75 -0.092
H 1.26 -2.46 -3.94 0.122
H 5.54 -1.96 -3.45 0.103
H 3.59 -3.33 -4.25 0.104
Si -5.65 2.34 0.06 0.092
Cl -4.78 2.56 -1.83 0.251
C -5.04 3.66 1.26 -0.253
C -5.68 0.53 0.57 -0.222
C -7.46 2.91 -0.19 -0.238
H -3.95 3.77 1.27 -0.045
H -5.38 3.50 2.30 0.034
H -5.48 4.62 0.95 0.025
H -7.45 3.98 -0.43 0.019
H -8.10 2.77 0.70 0.030
H -7.91 2.37 -1.03 0.018
H -4.70 0.05 0.58 -0.004
H -6.33 -0.01 -0.13 0.032
H -6.14 0.39 1.57 0.034
C -1.38 -2.49 3.22 -0.031
C -0.63 -1.19 3.25 -0.449
C 0.66 -1.22 4.03 -0.001
O -1.00 -0.18 2.62 -0.121
H -1.18 -3.05 4.14 0.083
H -1.00 -3.07 2.37 0.070
H -2.45 -2.32 3.08 0.099
H 1.43 -1.62 3.36 0.089
H 0.94 -0.23 4.38 0.101
H 0.56 -1.92 4.87 0.085
```

Its HOMO energy (spin up / spin down) is -8.4 / -8.3 eV. As for the expectation value of S²: 12.67. The gap between HOMO and LUMO (spin up / spin down) is 8.51 / 8.45 eV. The multiplicity is 7. The net charge is 0.

## ii
The following is a quantum chemistry calculation of a structure of composition C23H42Cl3N2O4SiTb, from OMol25.

```
76
Properties=species:S:1:pos:R:3:lowdin_charge:R:1
C 1.67 -1.36 -3.66 -0.047
C 1.26 0.04 -3.35 -0.246
H 1.68 -1.58 -4.73 0.064
H 1.00 -2.06 -3.13 0.068
H 2.67 -1.54 -3.24 0.085
C 0.62 0.87 -4.18 -0.152
C 0.26 0.52 -5.58 -0.131
H 0.29 1.86 -3.84 0.090
H 0.02 -0.55 -5.68 0.066
H 1.09 0.75 -6.25 0.072
H -0.61 1.10 -5.90 0.060
Tb -0.60 -1.17 1.72 1.065
Cl 2.12 -1.21 2.04 -0.106
Cl -2.76 -2.66 1.82 -0.124
C 0.83 2.06 1.93 -0.256
O 0.01 1.09 1.95 -0.229
N 0.44 3.32 2.06 -0.151
C -0.98 3.67 2.12 -0.013
C 1.38 4.43 2.14 -0.040
H 1.92 1.87 1.83 0.143
H -1.58 2.76 2.08 0.083
H -1.23 4.32 1.27 0.088
H -1.16 4.23 3.05 0.095
H 2.41 4.07 1.98 0.098
H 1.31 4.91 3.13 0.093
H 1.15 5.19 1.38 0.082
H -1.49 -1.23 -2.16 0.072
H -2.55 1.40 -3.26 0.091
C -2.55 -1.17 -1.83 -0.033
C -3.38 1.02 -2.65 -0.031
N -2.90 0.22 -1.54 -0.156
H -2.69 -1.80 -0.93 0.049
C -2.68 0.73 -0.32 -0.276
O -2.04 0.14 0.57 -0.224
H -3.96 1.88 -2.27 0.095
H -3.12 1.73 -0.15 0.156
H -3.20 -1.51 -2.64 0.092
H -4.01 0.40 -3.28 0.088
O 0.51 -0.58 -1.54 -0.394
C 1.39 0.38 -1.85 -0.445
C -0.18 2.40 -1.50 -0.048
C 1.10 1.84 -1.46 -0.159
H -1.04 1.75 -1.67 0.083
C -0.33 3.78 -1.41 -0.106
H 2.42 0.11 -1.52 0.129
C 2.20 2.65 -1.25 -0.049
H -1.34 4.22 -1.46 0.106
C 0.78 4.61 -1.33 -0.121
C 2.06 4.04 -1.24 -0.096
H 3.18 2.17 -1.17 0.122
H 0.67 5.70 -1.34 0.097
H 2.95 4.66 -1.17 0.101
Si 0.46 -4.78 0.39 0.245
Cl 0.10 -2.73 -0.29 0.402
C -1.19 -5.55 0.72 -0.222
C 1.44 -4.64 1.97 -0.215
C 1.29 -5.81 -0.91 -0.196
H -2.04 -4.85 0.74 -0.047
H -1.08 -5.99 1.72 0.033
H -1.35 -6.35 -0.01 0.032
H 0.59 -6.07 -1.70 0.035
H 1.53 -6.73 -0.35 0.043
H 2.21 -5.40 -1.32 0.036
H 1.37 -3.70 2.51 -0.042
H 2.49 -4.83 1.74 0.040
H 1.04 -5.46 2.58 0.035
C 1.22 -0.62 5.22 -0.033
C -0.19 -0.55 4.75 -0.432
C -1.08 0.51 5.33 0.010
O -0.67 -1.37 3.93 -0.192
H 1.21 -0.55 6.31 0.096
H 1.80 0.22 4.80 0.098
H 1.68 -1.55 4.86 0.073
H -0.82 1.50 4.92 0.099
H -2.12 0.28 5.09 0.107
H -0.91 0.52 6.41 0.096
```

Its HOMO energy (spin up / spin down) is -5.9 / -5.9 eV. As for the expectation value of S²: 12.61. The gap between HOMO and LUMO (spin up / spin down) is 5.35 / 5.57 eV. The multiplicity is 7. The net charge is 0.

i comes first in stability; the runner-up is 0.1965 hartree higher.

## i
The following is a quantum chemistry calculation of a cluster of 3 separate species, C4H10NO2 in total, from OMol25.

```
17
Properties=species:S:1:pos:R:3:lowdin_charge:R:1
C 1.37 0.44 0.02 -0.071
O -2.09 -1.98 1.49 -0.159
C 0.88 -0.93 0.02 -0.580
C -0.03 0.03 -0.77 -0.145
C -0.68 2.00 -0.99 -0.343
O -1.86 2.01 -1.38 -0.136
N 0.66 -1.60 1.24 -0.110
H 1.02 0.97 0.89 0.086
H 2.32 0.50 -0.51 0.101
H 1.44 -1.54 -0.72 0.102
H 0.30 0.02 -1.81 0.083
H -1.07 -0.25 -0.69 0.117
H -0.36 2.41 -0.01 0.075
H 0.07 2.28 -1.76 0.081
H -2.31 -1.07 1.59 -0.023
H 1.44 -1.35 1.84 -0.045
H -1.08 -1.96 1.57 -0.034
```

Its HOMO energy is -2.6 eV. The gap between HOMO and LUMO is 6.43 eV. The multiplicity is 1. The net charge is -1.

## ii
The following is a quantum chemistry calculation of a cluster of 2 separate species, C4H10NO2 in total, from OMol25.

```
17
Properties=species:S:1:pos:R:3:lowdin_charge:R:1
N -0.67 -1.79 0.71 -0.047
C -1.47 -0.60 1.49 -0.572
O -2.42 -0.12 0.76 -0.308
H -1.42 -2.19 0.15 0.044
H -0.53 -2.51 1.42 0.029
H -1.79 -1.05 2.47 0.064
H -0.61 0.08 1.67 0.069
C 1.86 1.88 -0.46 -0.003
C 1.21 0.73 -0.72 -0.512
O 1.55 -0.39 -0.05 -0.050
C 0.08 0.68 -1.70 -0.053
H 1.59 2.80 -0.96 0.031
H 2.60 1.93 0.34 0.036
H 0.70 -0.99 0.08 0.055
H 0.14 1.49 -2.43 0.066
H 0.01 -0.30 -2.18 0.075
H -0.85 0.83 -1.14 0.074
```

Its HOMO energy is -3.1 eV. The gap between HOMO and LUMO is 7.25 eV. The multiplicity is 1. The net charge is -1.

ii comes first in stability; the runner-up is 0.1439 hartree higher.

## i
The following is a quantum chemistry calculation of a structure of composition C2H7S, from OMol25.

```
10
Properties=species:S:1:pos:R:3:lowdin_charge:R:1
C 1.43 1.12 -0.27 -0.054
H 1.41 1.93 0.47 0.017
H 1.44 1.63 -1.23 0.009
H 0.39 0.79 -0.16 -0.038
H 2.17 0.34 -0.27 0.017
C -0.90 -1.06 0.25 -0.328
S -3.24 -1.48 0.43 -0.418
H -0.83 -1.42 1.25 -0.070
H -0.87 -1.84 -0.49 -0.064
H -1.01 -0.02 0.02 -0.072
```

Its HOMO energy is -2.3 eV. The gap between HOMO and LUMO is 6.13 eV. The multiplicity is 1. The net charge is -1.

## ii
The following is a quantum chemistry calculation of a cluster of 2 separate species, C2H7S in total, from OMol25.

```
10
Properties=species:S:1:pos:R:3:lowdin_charge:R:1
S 1.47 -1.26 -2.96 -0.417
H 0.26 -1.75 -3.31 -0.509
C -0.02 1.08 0.90 -0.191
C -0.40 -0.40 0.71 -0.170
H -0.60 1.50 1.73 0.047
H 1.03 1.34 1.06 0.052
H -0.30 1.65 0.02 0.055
H -0.46 -0.94 1.65 0.049
H 0.31 -0.96 0.10 0.025
H -1.30 -0.26 0.11 0.058
```

Its HOMO energy is -2.4 eV. The gap between HOMO and LUMO is 6.41 eV. The multiplicity is 1. The net charge is -1.

## iii
The following is a quantum chemistry calculation of a cluster of 2 separate species, C2H7S in total, from OMol25.

```
10
Properties=species:S:1:pos:R:3:lowdin_charge:R:1
C 1.63 2.85 3.48 -0.054
H 1.43 3.92 3.43 0.010
H 2.16 2.64 2.55 0.017
H 0.70 2.31 3.31 0.017
H 2.17 2.63 4.39 0.010
C -1.62 -3.38 -3.42 -0.389
S -1.65 -1.12 -3.44 -0.343
H -1.26 -3.24 -4.43 -0.091
H -0.91 -3.08 -2.66 -0.118
H -2.67 -3.53 -3.21 -0.060
```

Its HOMO energy is -2.2 eV. The gap between HOMO and LUMO is 5.18 eV. The multiplicity is 1. The net charge is -1.

ii comes first in stability; the runner-up is 0.0724 hartree higher.

## i
The following is a quantum chemistry calculation of a cluster of 4 separate species, C2H14NO3 in total, from OMol25.

```
20
Properties=species:S:1:pos:R:3:lowdin_charge:R:1
C -0.43 -0.91 0.45 -0.138
N -1.03 -0.39 -0.83 -0.072
C -0.52 -0.94 -2.33 -0.067
H -1.25 -1.39 0.98 0.070
H -0.15 -0.05 1.04 0.045
H 0.42 -1.57 0.30 0.072
H -2.05 -0.49 -0.91 0.073
H -0.70 0.58 -0.91 0.055
H -0.49 -1.99 -2.01 0.062
H -1.38 -0.66 -2.94 0.047
H 0.47 -0.55 -2.47 0.039
H -0.20 2.73 -0.38 0.008
H -1.30 2.89 0.79 0.021
O -0.95 2.34 0.10 -0.136
H 0.72 -0.51 4.29 0.034
H 0.97 0.88 3.68 0.025
O 0.38 0.12 3.65 -0.072
H 2.78 0.61 -0.51 0.020
H 2.58 -0.77 -1.01 0.023
O 2.12 0.07 -0.96 -0.109
```

Its HOMO energy (spin up / spin down) is -2.5 / -11.5 eV. As for the expectation value of S²: 0.75. The gap between HOMO and LUMO (spin up / spin down) is 3.20 / 11.92 eV. The multiplicity is 2. The net charge is 0.

## ii
The following is a quantum chemistry calculation of a cluster of 4 separate species, C2H14NO3 in total, from OMol25.

```
20
Properties=species:S:1:pos:R:3:lowdin_charge:R:1
C -0.39 -1.69 -0.75 -0.062
N 0.19 -0.36 -0.93 -0.085
C -0.27 0.39 -2.12 -0.063
H 0.13 -2.18 0.07 0.082
H -1.42 -1.62 -0.39 0.092
H -0.35 -2.23 -1.68 0.091
H 1.20 -0.50 -1.02 0.136
H 0.06 0.22 -0.10 0.086
H -0.54 -0.23 -2.98 0.096
H 0.42 1.15 -2.47 0.092
H -1.16 0.92 -1.77 0.067
H 1.47 -0.24 1.67 -0.016
H 2.97 -0.50 1.18 0.045
O 2.04 -0.60 0.95 -0.134
H -0.49 -0.32 3.17 0.006
H -0.06 1.11 2.83 -0.012
O 0.08 0.18 2.55 -0.224
H -1.34 2.89 0.32 0.027
H -1.33 1.67 1.20 -0.022
O -1.19 1.94 0.26 -0.204
```

Its HOMO energy (spin up / spin down) is -2.9 / -11.3 eV. As for the expectation value of S²: 0.75. The gap between HOMO and LUMO (spin up / spin down) is 3.38 / 11.49 eV. The multiplicity is 2. The net charge is 0.

ii comes first in stability; the runner-up is 0.0452 hartree higher.

## i
The following is a quantum chemistry calculation of a cluster of 2 separate species, C4H4FN in total, from OMol25.

```
10
Properties=species:S:1:pos:R:3:lowdin_charge:R:1
N 1.29 -1.86 0.73 0.163
C 1.54 -0.77 0.54 -0.190
C 1.40 0.64 0.14 -0.190
F 2.57 1.09 -0.43 -0.031
H 1.29 1.18 1.04 0.106
H 0.50 0.69 -0.53 0.111
C -2.10 0.36 -0.27 -0.008
C -2.17 -0.82 -0.22 0.018
H -1.95 1.31 -0.61 0.005
H -2.37 -1.82 -0.40 0.016
```

Its HOMO energy is -11.3 eV. The gap between HOMO and LUMO is 11.91 eV. The multiplicity is 1. The net charge is 0.

## ii
The following is a quantum chemistry calculation of an isolated molecule of C4H4FN, from OMol25.

```
10
Properties=species:S:1:pos:R:3:lowdin_charge:R:1
C 1.03 -1.05 0.57 -0.016
C 0.34 0.33 0.43 -0.307
F 0.89 1.03 1.41 0.085
C -0.68 0.63 -0.41 -0.039
C -1.64 1.52 -0.98 -0.251
N -2.52 1.99 -1.54 0.139
H 2.05 -1.06 0.84 0.058
H 0.95 -1.64 -0.46 0.126
H 0.45 -1.58 1.30 0.071
H -0.87 -0.18 -1.17 0.134
```

Its HOMO energy is -10.2 eV. The gap between HOMO and LUMO is 10.76 eV. The multiplicity is 1. The net charge is 0.

## iii
The following is a quantum chemistry calculation of an isolated molecule of C4H4FN, from OMol25.

```
10
Properties=species:S:1:pos:R:3:lowdin_charge:R:1
C -0.73 1.09 0.00 -0.009
C -0.66 -0.37 0.04 -0.331
F -1.85 -1.01 -0.06 0.061
C 0.46 -1.14 0.06 -0.033
C 1.80 -0.59 0.00 -0.228
N 2.85 -0.09 -0.05 0.138
H 0.29 1.47 -0.11 0.085
H -1.18 1.45 0.95 0.106
H -1.36 1.42 -0.83 0.097
H 0.38 -2.23 0.01 0.116
```

Its HOMO energy is -10.1 eV. The gap between HOMO and LUMO is 10.75 eV. The multiplicity is 1. The net charge is 0.

iii comes first in stability; the runner-up is 0.0468 hartree higher.